Here is a 6-piece molecular cluster, C37H65BrFN3O10S overall from OMol25. Energies are from ωB97M-V/def2-TZVPD.

Values from the calculation:
Frontier orbital gap: 8.61 eV
SMILES string: C#Cc1ccc2c(c1[C@@H](C)F)N(N)c1c(Br)cc(CN)cc1S2.COCCOC.COCCOC.COCCOC.COCCOC.COCCOC

Element x y z (Å)
C  3.66669  1.27461  0.07944
C  2.48943  1.48317  0.17813
C  1.09767  1.77648  0.36384
C  0.69755  3.10811  0.25305
C  -0.61496  3.43671  0.47467
C  -1.53003  2.45059  0.80639
C  -1.15346  1.12103  0.92928
C  0.18121  0.77496  0.68473
C  0.71889  -0.62949  0.82213
C  1.03850  -0.98691  2.27412
F  -0.14854  -1.57574  0.27505
N  -2.06698  0.09557  1.34523
N  -2.08559  0.03710  2.79722
C  -3.38650  0.23187  0.82279
C  -4.11409  -0.90589  0.47722
Br  -3.31768  -2.62070  0.66313
C  -5.41367  -0.83986  0.02094
C  -6.04972  0.39219  -0.09830
C  -7.48738  0.45388  -0.55474
N  -8.35782  1.34626  0.21884
C  -5.33174  1.52811  0.22108
C  -4.02772  1.45452  0.67945
S  -3.19449  2.94312  1.11704
H  4.72608  1.16541  0.08896
H  1.44135  3.84672  -0.00128
H  -0.93804  4.46693  0.41012
H  1.63673  -0.70496  0.24062
H  0.85119  -2.04572  2.44299
H  0.44631  -0.39110  2.96444
H  2.09058  -0.79558  2.48447
H  -3.00154  0.32008  3.12961
H  -1.93933  -0.93552  3.04418
H  -5.91119  -1.76485  -0.23593
H  -7.58044  0.75167  -1.60047
H  -7.93835  -0.53669  -0.49555
H  -7.98244  2.28653  0.25261
H  -8.39870  1.03271  1.18250
H  -5.80340  2.49781  0.11688
C  -0.69342  -4.77709  -4.14145
O  -1.35852  -3.91236  -3.24332
C  -0.48588  -3.00997  -2.57447
C  -0.54549  -1.62595  -3.17626
O  -0.02779  -1.59698  -4.49919
C  -1.03054  -1.56634  -5.49480
H  -1.45610  -5.30699  -4.71046
H  -0.05226  -4.22512  -4.83404
H  -0.08680  -5.51171  -3.59960
H  0.54185  -3.38674  -2.59387
H  -0.80692  -2.94657  -1.53373
H  0.06509  -0.95060  -2.56868
H  -1.57643  -1.25782  -3.15942
H  -1.54896  -0.60077  -5.49716
H  -1.76325  -2.36554  -5.35418
H  -0.53888  -1.70085  -6.45711
C  5.21153  -1.74327  0.51746
O  6.28647  -0.87958  0.84738
C  6.28958  -0.48173  2.21102
C  7.30080  -1.26073  3.02091
O  6.94901  -2.63002  3.12226
C  7.68893  -3.47072  2.25665
H  5.38224  -2.11252  -0.49250
H  5.14209  -2.59413  1.19938
H  4.26599  -1.19153  0.53412
H  5.29167  -0.59904  2.64565
H  6.55209  0.58085  2.24498
H  7.33179  -0.85153  4.03549
H  8.29633  -1.15002  2.57983
H  8.73219  -3.54299  2.58222
H  7.65880  -3.11285  1.22436
H  7.23879  -4.46070  2.30250
C  8.42126  3.69312  -4.42538
O  8.09832  4.01008  -3.08457
C  6.71212  4.22072  -2.87052
C  6.05271  3.02021  -2.23120
O  6.03732  1.89941  -3.09827
C  7.01947  0.92885  -2.78286
H  9.46872  3.39722  -4.44619
H  7.81045  2.86922  -4.80278
H  8.28958  4.56573  -5.07446
H  6.20966  4.46333  -3.81197
H  6.61092  5.07986  -2.19970
H  5.01156  3.26860  -1.99939
H  6.55887  2.76938  -1.29258
H  6.77880  0.41842  -1.84305
H  8.01438  1.37477  -2.70350
H  7.02175  0.19646  -3.58836
C  3.22287  4.20860  2.79508
O  1.81575  4.28413  2.92850
C  1.31013  3.55772  4.03719
C  0.96129  4.46679  5.19275
O  2.11463  5.07452  5.75232
C  2.29468  6.41960  5.35294
H  3.51466  4.91141  2.01537
H  3.73115  4.47825  3.72460
H  3.52948  3.20139  2.49111
H  2.03124  2.79992  4.35972
H  0.40250  3.04154  3.70394
H  0.48657  3.87273  5.97975
H  0.24664  5.22824  4.86471
H  1.53204  7.06506  5.80222
H  2.25881  6.52521  4.26550
H  3.27381  6.73615  5.70823
C  -8.24246  -3.68105  -2.00245
O  -8.82347  -3.37235  -0.74762
C  -10.24109  -3.29680  -0.79361
C  -10.88630  -4.54425  -0.23432
O  -10.63255  -5.67781  -1.04723
C  -9.62633  -6.52992  -0.53247
H  -7.18390  -3.87995  -1.84024
H  -8.70203  -4.56119  -2.45771
H  -8.33653  -2.82941  -2.68568
H  -10.58251  -3.12505  -1.81879
H  -10.54535  -2.43804  -0.18679
H  -11.97036  -4.39739  -0.20157
H  -10.53638  -4.71804  0.78806
H  -9.97665  -7.04638  0.36770
H  -8.71248  -5.97846  -0.29728
H  -9.40618  -7.27182  -1.29794